Density functional theory data (ωB97M-V/def2-TZVPD) for a molecular structure, C53H46GeN6O4SeZr.

Element x y z (Å)
H -1.0885 3.0987 0.9612
H 0.2390 4.1237 -6.7330
H 0.5275 2.7537 -4.7170
C 0.9017 2.3072 5.5044
C 2.0690 -1.9855 6.2545
C 2.8474 -2.4028 1.9744
H 2.5639 -2.7639 -4.0998
O -1.1398 -1.8033 -1.7005
C 2.2634 0.3506 -1.9194
C -0.2299 -1.3467 -5.6513
C -1.1228 -4.0593 -3.3059
H 4.4897 -3.1848 0.8400
C 2.3320 3.1036 1.2803
H -2.0876 5.3729 -2.5604
H 0.3998 -4.3503 4.5069
C -1.0750 5.5368 -5.7939
C 0.0645 -0.0051 -5.0610
C -4.4629 -0.5795 -2.8106
C 0.4526 1.0965 4.9950
H -1.4967 -1.6900 4.8852
C 1.2547 -4.6283 6.4432
H 3.9683 2.3720 4.0754
C 0.6598 -2.9808 1.1941
H 0.9376 -5.6617 6.5104
H -0.4796 1.3572 -3.6345
C -2.0684 2.6733 1.1156
H -4.8528 2.8865 2.9845
C -3.6882 1.2941 0.2351
C 1.2545 0.3329 4.1467
H -3.1896 -1.3366 2.9481
H 0.5762 -4.2599 -0.5219
H 0.0593 -1.3974 -6.6920
O 0.8864 0.7068 -5.6132
C 1.4627 -2.3102 2.1174
C -4.5877 1.6866 1.2485
H 4.2556 3.7223 0.5462
H -0.5318 0.7363 5.2780
C 1.9698 -4.0516 7.4849
H -4.8707 -0.7802 -4.9323
C -2.8352 -0.3961 -4.5451
H 0.4859 2.2316 1.8591
H -0.8136 -3.3463 -5.7259
H -0.4207 -2.9520 1.2792
C 3.4125 -3.1277 0.9338
C 1.2557 2.2430 1.0958
H -2.5375 -0.2480 -5.5702
H 3.9443 -0.7339 -4.6495
C 3.1531 0.3681 -2.9948
N -4.1533 0.4844 -0.7498
C 2.4794 -1.8494 -3.5296
H -5.4773 -0.7766 -2.4933
H 3.0397 -4.3809 -0.7683
O -0.5637 -0.0752 1.4786
H 3.1559 0.2619 3.1341
C 2.3866 -2.7332 7.3831
H 2.1999 -4.6284 8.3718
Se -0.4819 3.0089 -1.8729
N -1.1155 -2.6810 -3.7872
H -2.2725 0.0956 3.4536
Ge 0.6873 -1.4632 3.6905
C 3.2625 -0.7359 -3.8091
C 1.1584 1.3917 -0.0057
C 1.2211 -3.7266 0.1667
H 2.9560 -2.2813 8.1859
C 2.5991 -3.7976 0.0310
H -1.4906 -4.0683 -2.2848
C -1.8006 -0.2790 -3.4615
C -1.5769 5.1055 -3.4766
C -0.1118 3.6261 -4.6818
N -0.6002 0.3907 -3.9370
H -2.5409 3.8749 2.8062
H -1.7883 -4.6482 -3.9363
H 3.7397 1.2549 -3.1822
N -2.3063 0.3644 -2.2474
H -0.1231 -4.4978 -3.3344
H 2.3340 3.7911 2.1183
C 2.2702 1.3627 -0.8529
H -5.5964 1.2946 1.2427
N 1.3959 -0.6684 -1.7458
C 1.5497 -1.7498 -2.5196
C -1.6889 -0.6794 1.6195
C -0.7302 -2.4568 -5.1139
C -0.2731 4.4044 -5.8203
H 3.5010 -1.9282 2.6977
C 2.1711 2.7661 5.1787
C -1.2442 -1.7762 3.8275
H 0.9199 -2.5899 -2.2758
H -1.3853 -2.8278 3.5641
O -2.2930 -1.0362 0.5833
C 0.9450 -3.8777 5.3187
C -2.1931 -0.8988 3.0045
H -2.3566 6.7620 -4.5854
C -2.8861 3.1189 2.1168
C -1.7255 5.8817 -4.6166
C -1.3019 -1.6665 -2.9222
C -4.0993 -0.6399 -4.1843
H 2.5286 3.7063 5.5791
C -4.1762 2.5815 2.1962
C -3.5847 0.0462 -1.9575
C -0.7603 3.9750 -3.4956
C 2.9784 2.0177 4.3341
C 3.4021 3.0726 0.4008
H 4.2558 2.0735 -1.2863
N -2.4229 1.7280 0.2148
C 2.5194 0.8136 3.8158
H 0.2675 2.8882 6.1625
H 2.4009 -0.9548 6.1940
Zr -0.7345 0.2963 -0.6420
H -1.1894 6.1465 -6.6810
C 3.3860 2.1644 -0.6475
H -5.1080 0.1906 -0.6398
C 1.3338 -2.5402 5.2082

For the orbital gap, the calculation gives 6.217 eV. The value obtained for the strongest force on any atom is 1.18 eV/A. The molar mass comes out at 1073.783 g/mol. The value obtained for the total energy is -7202.28643 Eh.